Formula: H42O21
Source: OMol25
Level of theory: wB97M-V/def2-TZVPD

Results
energy relative to the best compared isomer or geometry (same formula, charge and spin) = 238.52 kcal/mol
Kohn-Sham gap = 9.915 eV
M = 378.31 g mol⁻¹

Structure (XYZ):
```
63
H42O21, DFT wB97M-V/def2-TZVPD
O -2.1601 1.0699 -2.3712
H -1.6958 1.8454 -2.0503
H -2.9174 0.8956 -1.8057
O -1.1492 -1.0952 -2.0070
H -1.1528 -0.0621 -1.8605
H -0.2457 -1.3821 -1.8793
O -3.3299 -2.8067 -2.8598
H -3.5001 -2.5452 -1.7993
H -2.5985 -2.3660 -2.9154
O -0.7560 1.5965 5.2070
H 0.1570 1.5266 5.3031
H -1.1656 0.7580 4.7351
O 3.1213 -3.2737 -1.4375
H 2.2304 -3.0329 -0.9564
H 3.0219 -3.8843 -2.0920
O -3.9280 0.9549 1.3822
H -4.6816 1.2399 0.7830
H -4.0148 -0.0158 1.1815
O -0.8914 4.0879 -1.4928
H -1.1571 4.6869 -2.1876
H -0.7445 4.6703 -0.6349
O 1.3734 -1.0814 -0.5153
H 1.3485 -0.5856 0.3496
H 2.3107 -1.1032 -0.6050
O 2.9991 -2.1293 1.8298
H 2.0335 -2.3302 2.1608
H 3.6709 -2.8575 2.0445
O -4.6704 0.2325 -0.9400
H -4.7626 0.0346 -1.7960
H -5.1669 -0.1339 -0.3067
O 0.5195 0.8180 1.4615
H -0.4441 0.6391 1.3059
H 0.5236 1.7979 1.0786
O 1.7079 2.0213 -1.0570
H 1.5675 2.9829 -1.3911
H 2.7393 1.9996 -1.1892
O 3.7912 0.0674 -0.5703
H 4.6311 -0.0008 -0.0571
H 3.8692 -0.6279 -1.2662
O -0.3207 3.4875 2.5120
H -0.8671 4.2048 2.3206
H -0.2865 3.3016 3.4826
O -2.0125 1.9999 -0.1298
H -2.1500 2.8889 -0.4060
H -2.8029 1.6480 0.3887
O 1.8220 -4.3561 2.2462
H 0.9403 -3.8368 2.4065
H 1.4773 -4.8177 1.4750
O 2.7741 0.3635 2.6239
H 3.3578 -0.2619 2.2411
H 2.3565 0.6112 1.7800
O -0.6184 -2.6540 0.6423
H 0.3121 -2.3445 0.2585
H -1.1522 -2.5933 -0.1364
O 1.9513 0.0600 -2.9866
H 1.2962 -0.4414 -3.4532
H 1.4712 0.6592 -2.2742
O 0.9045 -1.5261 3.4396
H 1.5628 -0.6856 3.2618
H 1.4183 -2.1198 3.8558
O -0.5742 1.6935 -4.8458
H -0.7524 1.2491 -4.0978
H -0.5910 0.8586 -5.3840
```